(1)
122
Properties=species:S:1:pos:R:3 method="wB97M-V/def2-TZVPD" e_tot_ha=-6265.8466 gap_ev="7.3 / 6.8" multiplicity=4
V -1.149 -1.162 0.719
O -4.813 -1.079 0.519
H -4.098 -0.803 -0.072
H -4.319 -1.351 1.302
Se 2.272 -2.886 3.954
C 1.084 -2.365 2.720
N 0.270 -1.987 1.976
C -2.299 -3.897 0.696
O -1.792 -2.772 0.049
H -3.289 -4.142 0.293
H -2.398 -3.755 1.780
H -1.637 -4.759 0.535
N -3.513 -1.847 4.335
C -2.452 -1.410 3.617
N -1.336 -1.075 4.301
O -2.539 -1.324 2.381
H -3.542 -1.769 5.334
H -4.370 -2.015 3.838
H -1.186 -1.498 5.203
H -0.511 -1.022 3.717
C 2.406 -7.652 -5.507
C 2.071 -6.525 -4.573
C 2.845 -6.275 -3.446
C 2.558 -5.227 -2.581
C 3.450 -4.978 -1.396
C 1.456 -4.409 -2.858
Te 1.000 -2.824 -1.473
N -0.111 -0.840 -1.026
C -1.193 -0.324 -1.527
O -2.172 -0.056 -0.711
C -1.377 0.005 -2.968
C -2.640 0.301 -3.470
C -2.794 0.608 -4.814
C -1.691 0.624 -5.656
C -0.428 0.333 -5.157
C -0.271 0.026 -3.815
C 2.621 -1.644 -2.134
C 2.988 -1.674 -3.475
C 3.983 -0.832 -3.949
C 4.612 0.040 -3.073
C 4.256 0.052 -1.734
C 3.263 -0.788 -1.233
C 2.932 -0.760 0.230
C 0.660 -4.636 -3.982
C -0.537 -3.798 -4.347
C 0.986 -5.698 -4.824
H 3.156 -8.315 -5.077
H 2.801 -7.272 -6.451
H 1.522 -8.246 -5.740
H 3.696 -6.912 -3.233
H 4.240 -5.727 -1.347
H 2.899 -5.007 -0.453
H 3.925 -3.996 -1.458
H -3.488 0.278 -2.800
H -3.777 0.833 -5.207
H -1.816 0.866 -6.704
H 0.435 0.354 -5.811
H 0.710 -0.184 -3.408
H 2.497 -2.357 -4.158
H 4.261 -0.861 -4.994
H 5.388 0.706 -3.429
H 4.768 0.718 -1.050
H 3.635 -0.119 0.764
H 2.990 -1.755 0.675
H 1.920 -0.393 0.406
H -0.758 -3.016 -3.621
H -1.425 -4.426 -4.432
H -0.385 -3.312 -5.313
H 0.368 -5.881 -5.697
O -0.520 0.623 1.469
P -0.494 2.104 1.804
C -2.114 2.828 1.358
C -3.291 1.878 1.629
C -3.920 2.048 3.004
C -4.411 3.478 3.183
C -3.241 4.444 3.059
C -2.461 4.277 1.754
C -0.021 2.180 3.574
C 1.232 1.285 3.803
C 2.493 2.112 4.029
C 2.379 2.960 5.304
C 0.923 3.345 5.584
C 0.143 3.533 4.285
C 0.857 2.861 0.824
C 1.037 2.224 -0.568
C 0.243 2.893 -1.681
C 0.545 4.384 -1.732
C 0.189 5.029 -0.399
C 0.947 4.396 0.767
H -1.976 2.806 0.267
H -2.992 0.849 1.463
H -4.055 2.084 0.873
H -3.196 1.805 3.793
H -4.744 1.337 3.104
H -4.911 3.612 4.144
H -5.154 3.693 2.407
H -2.582 4.295 3.915
H -3.584 5.479 3.122
H -1.574 4.912 1.781
H -3.085 4.667 0.943
H -0.871 1.660 4.028
H 1.360 0.571 2.987
H 1.060 0.675 4.694
H 2.667 2.766 3.171
H 3.359 1.450 4.085
H 2.983 3.863 5.196
H 2.787 2.416 6.158
H 0.877 4.252 6.188
H 0.430 2.563 6.169
H 0.660 4.264 3.657
H -0.835 3.950 4.511
H 1.713 2.503 1.407
H 0.815 1.159 -0.521
H 2.102 2.307 -0.813
H -0.832 2.738 -1.535
H 0.487 2.410 -2.629
H -0.002 4.868 -2.544
H 1.612 4.528 -1.939
H -0.891 4.931 -0.253
H 0.402 6.101 -0.414
H 0.631 4.851 1.708
H 2.007 4.650 0.657


(2)
150
Properties=species:S:1:pos:R:3 method="wB97M-V/def2-TZVPD" e_tot_ha=-7034.3889 charge=-1 gap_ev=9.9
As -0.217 0.041 0.093
F 0.258 -1.145 -1.231
F -1.935 -0.455 -0.148
F -0.694 1.210 1.355
F 1.515 0.540 0.285
F -0.535 1.257 -1.168
F -0.026 -1.263 1.343
C 2.110 -2.143 -4.522
C 3.054 -1.072 -3.858
C 3.556 -1.439 -2.443
O 4.863 -1.935 -2.658
C 5.277 -1.785 -3.865
O 6.506 -1.955 -4.180
O 4.244 -1.299 -4.615
H 1.920 -1.990 -5.584
H 1.150 -2.275 -4.021
H 2.681 -3.071 -4.558
H 2.704 -0.045 -3.965
H 2.996 -2.170 -1.859
H 3.637 -0.505 -1.889
C 1.531 3.370 2.196
C 2.409 4.566 2.599
C 3.772 4.445 1.985
O 3.933 5.692 1.365
C 2.802 6.394 1.431
O 2.633 7.587 1.153
O 1.860 5.734 2.036
H 1.559 3.203 1.120
H 0.508 3.495 2.549
H 1.888 2.453 2.664
H 2.400 4.657 3.686
H 3.979 3.589 1.343
H 4.419 4.311 2.851
C -3.465 3.411 -2.606
C -3.263 1.998 -3.267
C -3.271 0.840 -2.262
O -4.476 0.177 -2.561
C -4.961 0.588 -3.720
O -5.958 0.144 -4.261
O -4.253 1.624 -4.123
H -2.618 3.562 -1.936
H -4.334 3.437 -1.948
H -3.612 4.167 -3.377
H -2.373 1.921 -3.891
H -3.383 1.284 -1.273
H -2.379 0.213 -2.295
C -3.546 -1.366 2.875
C -4.215 -2.665 2.474
C -3.575 -3.413 1.234
O -3.408 -4.738 1.698
C -3.753 -4.821 3.001
O -3.717 -5.886 3.590
O -3.988 -3.648 3.477
H -3.916 -0.539 2.270
H -2.461 -1.435 2.795
H -3.654 -1.211 3.949
H -5.296 -2.589 2.356
H -2.637 -2.946 0.937
H -4.326 -3.341 0.447
C 0.098 -4.218 -1.805
C -0.826 -5.305 -2.206
C -2.253 -4.823 -2.446
O -2.647 -5.418 -3.616
C -1.537 -5.889 -4.200
O -1.523 -6.475 -5.280
O -0.481 -5.823 -3.422
H 0.024 -3.332 -2.436
H 1.133 -4.557 -1.825
H -0.256 -3.806 -0.859
H -0.872 -6.077 -1.438
H -2.416 -3.745 -2.414
H -2.945 -5.253 -1.723
C 0.806 4.010 -1.738
C 2.363 3.779 -1.748
C 2.778 2.427 -2.317
O 3.490 2.731 -3.453
C 3.682 4.079 -3.535
O 4.389 4.718 -4.322
O 2.941 4.662 -2.570
H 0.350 3.820 -2.709
H 0.641 5.004 -1.320
H 0.344 3.386 -0.973
H 2.795 3.839 -0.749
H 1.839 1.919 -2.537
H 3.388 1.881 -1.598
C -0.657 0.345 -4.967
C -1.819 -0.285 -5.820
C -1.325 -0.795 -7.162
O -1.774 -2.082 -7.275
C -2.384 -2.414 -6.070
O -2.944 -3.490 -5.851
O -2.215 -1.437 -5.178
H -0.311 1.333 -5.271
H 0.222 -0.299 -4.919
H -0.945 0.347 -3.916
H -2.673 0.364 -6.012
H -0.244 -0.695 -7.260
H -1.799 -0.159 -7.911
C 4.424 0.023 1.145
C 4.482 0.772 2.462
C 4.845 -0.167 3.632
O 6.001 0.474 4.087
C 6.376 1.525 3.401
O 7.338 2.171 3.690
O 5.562 1.740 2.419
H 4.005 0.597 0.319
H 3.761 -0.837 1.240
H 5.408 -0.401 0.946
H 3.521 1.226 2.703
H 5.010 -1.200 3.324
H 4.115 -0.092 4.437
C -0.267 -0.178 4.757
C 0.912 0.501 5.512
C 0.757 0.805 6.977
O 1.868 0.257 7.626
C 2.552 -0.420 6.771
O 3.538 -1.084 7.034
O 1.887 -0.522 5.589
H -0.980 -0.735 5.365
H 0.056 -0.679 3.845
H -0.970 0.559 4.370
H 1.323 1.355 4.976
H -0.145 0.347 7.383
H 0.772 1.882 7.142
C -3.517 2.765 1.357
C -4.759 3.464 0.876
C -5.710 3.889 1.978
O -5.681 5.290 1.984
C -4.904 5.740 1.079
O -4.733 6.961 0.825
O -4.360 4.779 0.376
H -3.732 1.859 1.922
H -2.985 3.381 2.082
H -2.860 2.549 0.514
H -5.292 3.078 0.007
H -5.375 3.478 2.930
H -6.713 3.476 1.869
C 1.773 -2.946 3.092
C 0.374 -3.533 3.043
C 0.206 -4.588 2.022
O -0.128 -5.779 2.682
C -0.223 -5.547 3.950
O -0.481 -6.408 4.826
O 0.157 -4.298 4.240
H 2.289 -3.890 3.266
H 2.058 -2.180 3.814
H 1.945 -2.626 2.064
H -0.438 -2.810 2.966
H 1.163 -4.766 1.531
H -0.580 -4.292 1.328


Energy relative to the best compared isomer or geometry (same formula, charge and spin)
In order: 0.0; 590.3
Unit: kJ/mol